Entry 1:
Formula: C29H30Cl2N5O3Ta
Source: OMol25
Level of theory: the ωB97M-V functional and the def2-TZVPD basis

The HOMO-LUMO gap is 7.02 eV. The maximum force comes out at 0.0160 Eh/bohr. The value obtained for the total energy is -2599.7059 Ha. The total charge is +2. The energy above the lowest of the compared OMol25 structures with the same formula, charge and spin is 0.053 eV. The value obtained for the highest occupied orbital energy is -13.27 eV.

Each line ends with the natural charge from an NBO analysis.
CARTESIAN COORDINATES (ANGSTROEM)
Ta  0.128  -0.503  -0.551  2.511
Cl  -3.092  -2.855  0.794  0.032
Cl  -5.694  -0.017  4.519  0.073
O  -1.369  -0.481  0.587  -0.745
O  -1.171  -0.839  -1.912  -0.739
O  0.154  1.341  -0.974  -0.717
N  0.969  0.272  1.525  -0.883
N  2.400  -0.037  -0.768  -0.541
N  0.321  -2.643  0.368  -0.885
N  1.273  -1.650  -2.220  -0.561
N  -1.478  1.760  2.143  -0.498
C  1.011  4.856  -1.009  -0.121
C  0.903  -0.469  2.815  -0.221
C  2.948  1.118  -0.923  0.222
C  3.258  -1.214  -0.877  -0.248
C  -3.222  -1.403  1.730  -0.048
C  2.275  2.389  -0.911  -0.223
C  -3.569  2.141  3.959  -0.105
C  -0.354  -1.063  -5.457  -0.108
C  0.878  2.474  -0.955  0.350
C  1.371  -3.391  1.134  -0.212
C  0.242  3.703  -1.008  -0.245
C  -2.572  -0.200  -5.190  -0.112
C  1.909  -1.610  2.956  -0.424
C  0.980  -1.630  -3.478  0.248
C  -1.520  -0.592  -6.019  -0.223
C  -0.225  -1.129  -4.062  -0.251
C  -2.423  0.796  2.317  0.198
C  3.031  3.572  -0.933  -0.124
C  -2.636  3.113  3.751  -0.247
C  2.596  -2.182  -1.872  -0.243
C  -4.400  -0.149  3.393  0.013
C  -1.594  2.868  2.837  0.089
C  2.404  4.797  -0.970  -0.218
C  -1.290  -0.730  -3.250  0.423
C  1.409  -3.013  2.602  -0.419
C  -4.266  -1.294  2.665  -0.241
C  -2.318  -0.390  1.536  0.227
C  -3.483  0.928  3.239  -0.131
C  -2.472  -0.275  -3.810  -0.273
H  2.986  5.708  -0.981  0.247
H  -3.292  0.009  -3.165  0.245
H  -0.838  3.738  -1.052  0.247
H  -2.677  4.053  4.282  0.247
H  2.213  -1.638  4.002  0.249
H  1.154  -4.456  1.045  0.223
H  -3.491  0.162  -5.632  0.242
H  -0.117  -0.839  2.932  0.205
H  0.261  1.025  1.621  0.456
H  4.027  1.153  -1.083  0.205
H  2.066  -3.740  3.083  0.250
H  -1.625  -0.533  -7.092  0.245
H  -0.825  3.616  2.681  0.204
H  1.062  0.249  3.620  0.217
H  4.112  3.509  -0.919  0.232
H  3.357  -1.660  0.112  0.211
H  -4.961  -2.112  2.789  0.263
H  3.206  -2.283  -2.769  0.223
H  0.420  -3.172  3.046  0.215
H  1.722  -2.020  -4.177  0.203
H  2.824  -1.374  2.399  0.199
H  1.871  0.736  1.469  0.391
H  -4.374  2.282  4.667  0.252
H  -0.522  -2.656  0.945  0.430
H  0.518  5.818  -1.051  0.243
H  0.469  -1.384  -6.084  0.230
H  2.489  -3.178  -1.444  0.215
H  0.053  -3.221  -0.431  0.417
H  2.341  -3.222  0.675  0.192
H  4.259  -0.939  -1.208  0.226

Atoms 1-3, force components in eV/Å:
Ta 0.82 0.06 -0.07
Cl 0.00 0.00 0.01
Cl -0.01 0.00 0.00

=====

Entry 2:
Formula: C29H30ClI2N2O3SbTi
Source: OMol25
Level of theory: the ωB97M-V functional and the def2-TZVPD basis

The HOMO-LUMO gap is 6.08 eV. The maximum force comes out at 0.0157 Eh/bohr. The value obtained for the total energy is -3603.2110 Ha. The total charge is +2. The energy above the lowest of the compared OMol25 structures with the same formula, charge and spin is 0.250 eV. The value obtained for the highest occupied orbital energy is -13.29 eV.

Each line ends with the natural charge from an NBO analysis.
CARTESIAN COORDINATES (ANGSTROEM)
I  -0.491  1.002  -7.362  0.251
I  0.408  4.137  -2.340  0.251
Sb  1.477  -2.304  1.504  1.095
Ti  0.367  0.376  0.104  1.842
Cl  4.598  5.416  5.280  0.096
O  1.829  0.456  1.705  -0.742
O  0.956  2.147  0.725  -0.732
O  -0.486  1.260  -1.168  -0.735
N  2.039  0.127  -1.201  -0.560
N  -0.177  -1.405  -1.286  -0.663
C  3.959  2.970  4.377  -0.233
C  4.285  -0.253  -2.772  -0.103
C  -0.155  2.365  -3.272  -0.165
C  -1.703  1.314  1.797  -0.172
C  -0.502  1.104  -5.293  -0.155
C  -0.846  -0.015  -4.545  -0.236
C  1.743  1.719  1.666  0.796
C  2.437  2.621  2.552  -0.186
C  -2.112  -1.016  1.258  -0.198
C  -1.327  -0.032  1.882  -0.402
C  3.764  4.343  4.237  0.022
C  3.015  1.059  -1.248  0.076
C  -1.238  -1.103  -2.296  -0.251
C  2.917  4.866  3.262  -0.224
C  -0.508  1.247  -2.530  0.196
C  -0.157  2.294  -4.658  -0.249
C  3.293  2.109  3.533  -0.136
C  3.573  -2.263  1.175  -0.968
C  2.150  -0.964  -1.972  0.233
C  1.360  -2.115  3.613  -0.968
C  -3.248  -0.649  0.559  -0.148
C  -0.849  0.057  -3.161  -0.014
C  3.260  -1.179  -2.773  -0.188
C  1.035  -1.967  -1.916  -0.268
C  -3.604  0.698  0.462  -0.157
C  -2.834  1.676  1.070  -0.168
C  2.253  4.002  2.418  -0.138
C  4.156  0.893  -1.996  -0.229
C  1.115  -4.397  1.319  -0.984
H  -4.499  0.979  -0.077  0.248
H  2.791  5.936  3.179  0.252
H  -2.145  -0.868  -1.738  0.235
H  -0.541  -0.323  2.572  0.270
H  1.591  4.386  1.653  0.242
H  2.115  -2.756  4.065  0.255
H  5.165  -0.410  -3.381  0.253
H  -1.857  -2.062  1.382  0.233
H  3.311  -2.068  -3.388  0.242
H  4.915  1.662  -1.989  0.258
H  0.086  -4.625  1.594  0.243
H  0.376  -2.428  3.960  0.244
H  1.539  -1.081  3.898  0.241
H  -3.125  2.715  1.006  0.252
H  -1.121  -0.940  -5.037  0.238
H  1.789  -4.928  1.989  0.257
H  0.115  3.164  -5.239  0.256
H  4.071  -2.844  1.949  0.254
H  0.814  -2.318  -2.925  0.243
H  3.804  -2.696  0.202  0.235
H  1.367  -2.838  -1.347  0.240
H  -3.879  -1.408  0.115  0.236
H  -1.148  2.071  2.335  0.250
H  -1.432  -1.991  -2.900  0.222
H  4.627  2.600  5.141  0.252
H  3.433  1.040  3.624  0.233
H  3.918  -1.232  1.207  0.242
H  1.293  -4.735  0.299  0.235
H  2.853  1.959  -0.673  0.238
H  -0.557  -2.113  -0.666  0.413

Atoms 1-3, force components in eV/Å:
I 0.00 -0.01 -0.09
I -0.02 -0.06 0.03
Sb -0.02 0.13 -0.07

=====

Entry 3:
Formula: C29H30KN6PSe2
Source: OMol25
Level of theory: the ωB97M-V functional and the def2-TZVPD basis

The HOMO-LUMO gap is 7.31 eV. The maximum force comes out at 0.0088 Eh/bohr. The value obtained for the total energy is -7195.9914 Ha. The total charge is 0. The value obtained for the highest occupied orbital energy is -7.32 eV.

Each line ends with the natural charge from an NBO analysis.
CARTESIAN COORDINATES (ANGSTROEM)
Se  3.029  -0.752  -0.229  -0.641
Se  1.572  1.532  2.354  -0.695
K  -0.021  0.011  0.212  0.873
P  3.313  0.755  1.300  0.968
N  0.199  6.243  -1.630  -0.772
N  -0.600  4.812  -0.029  -0.575
N  -1.437  3.315  1.488  -0.769
N  -0.394  0.476  -2.404  -0.441
N  -0.823  2.507  -0.582  -0.591
N  -0.062  4.042  -2.212  -0.568
C  5.552  0.362  4.707  -0.205
C  -0.722  -2.295  2.374  -0.243
C  -4.106  -0.653  0.318  -0.635
C  -2.271  -2.361  0.549  -0.219
C  -0.912  -0.586  4.208  -0.638
C  -1.376  -1.193  2.916  0.022
C  3.908  3.480  0.848  -0.229
C  -0.011  2.062  -4.147  -0.204
C  4.569  0.738  3.805  -0.226
C  -2.931  -1.241  1.047  -0.008
C  6.503  -0.581  4.350  -0.207
C  -0.437  -4.087  0.638  -0.635
C  -0.389  2.829  -1.797  0.452
C  4.243  2.161  0.582  -0.296
C  -0.045  -0.269  -4.647  -0.240
C  4.532  0.172  2.535  -0.296
C  5.344  1.883  -0.228  -0.221
C  -0.274  -0.498  -3.298  0.045
C  0.089  1.040  -5.074  -0.163
C  -2.470  -0.671  2.230  -0.266
C  -0.258  1.734  -2.819  0.146
C  5.767  4.235  -0.478  -0.209
C  -1.164  -2.897  1.199  -0.013
C  -0.168  4.997  -1.274  0.601
C  4.669  4.514  0.318  -0.218
C  6.104  2.914  -0.751  -0.205
C  5.481  -0.784  2.184  -0.225
C  -0.925  3.555  0.256  0.616
C  6.464  -1.156  3.087  -0.216
H  3.046  3.687  1.470  0.239
H  3.815  1.464  4.081  0.236
H  -2.969  0.211  2.622  0.209
H  0.170  -2.672  2.861  0.222
H  -1.247  4.030  2.172  0.404
H  0.268  6.946  -0.916  0.407
H  -0.365  -1.513  -2.926  0.193
H  -4.005  -0.781  -0.760  0.219
H  0.171  -0.646  4.306  0.243
H  -4.204  0.413  0.521  0.221
H  4.399  5.541  0.532  0.209
H  0.032  -1.101  -5.332  0.224
H  7.268  -0.874  5.057  0.210
H  0.670  6.362  -2.508  0.406
H  -0.770  -5.009  1.118  0.224
H  6.359  5.042  -0.890  0.209
H  5.428  -1.245  1.205  0.236
H  6.957  2.687  -1.377  0.211
H  -1.371  -1.101  5.055  0.221
H  -5.038  -1.135  0.620  0.224
H  5.592  0.855  -0.460  0.230
H  0.275  1.267  -6.116  0.221
H  7.198  -1.902  2.808  0.212
H  -0.612  -4.192  -0.432  0.212
H  -1.186  0.468  4.274  0.213
H  0.638  -3.998  0.798  0.233
H  0.101  3.098  -4.424  0.246
H  -2.612  -2.808  -0.379  0.203
H  -1.369  2.364  1.815  0.399
H  5.571  0.808  5.694  0.210

Atoms 1-3, force components in eV/Å:
Se 0.04 0.14 0.17
Se 0.36 -0.02 0.04
K -0.16 -0.41 0.08